[1]
Below is a molecular structure, C16H10BrF5SZn, with properties calculated with ωB97M-V with the def2-TZVPD basis set.

## Properties
molecular weight = 474.6 g/mol
multiplicity = 1
total charge = -2
LUMO level = 4.45 eV
E_HOMO = -0.010 hartree
energy above the lowest of the compared OMol25 structures with the same formula, charge and spin = 49.1 kcal/mol

Each line ends with the Mulliken charge.
Element x y z (Å)
C: -1.79 -0.72 -0.87  -0.244
C: -1.96 -1.22 0.47  -0.883
C: -2.23 -0.14 1.36  -0.160
H: -1.90 -2.25 0.79  0.388
C: -2.28 1.06 0.60  -0.892
C: -2.01 0.76 -0.78  -0.270
H: -2.30 1.41 -1.65  0.356
H: -2.11 -1.32 -1.75  0.451
H: -2.32 -0.20 2.44  0.497
H: -2.58 2.04 1.03  0.330
Zn: 0.17 -0.01 -2.55  0.574
Br: 2.50 -1.16 -1.95  -0.581
C: 2.35 0.65 -4.40  -0.152
C: 1.22 1.43 -4.75  -0.388
C: 0.23 0.55 -5.23  -0.742
H: 1.15 2.51 -4.72  0.390
C: 0.71 -0.78 -5.11  -0.490
C: 2.01 -0.70 -4.57  -0.714
H: 2.66 -1.54 -4.70  0.432
H: 3.25 1.10 -4.01  0.297
H: -0.71 0.86 -5.65  0.419
H: 0.21 -1.65 -5.51  0.379
F: 0.27 1.17 6.78  -0.350
C: 0.38 0.56 5.61  0.466
C: 0.67 1.31 4.45  0.089
F: 0.84 2.66 4.53  -0.349
C: 0.81 0.67 3.21  0.160
F: 1.07 1.44 2.14  -0.343
C: 0.66 -0.72 3.01  -0.055
S: 0.72 -1.26 1.43  -0.315
C: 0.29 -1.43 4.20  0.172
F: 0.07 -2.76 4.16  -0.361
C: 0.15 -0.82 5.45  0.241
F: -0.19 -1.51 6.57  -0.350

[2]
Below is a molecular structure, C16H10Cl4F3FeN2O, with properties calculated with ωB97M-V with the def2-TZVPD basis set.

## Properties
molecular weight = 500.9 g/mol
multiplicity = 5
total charge = +1
LUMO level (alpha / beta) = -3.27 / -3.59 eV
expectation value of S² = 6.01
E_HOMO (alpha / beta) = -0.388 / -0.390 hartree

Each line ends with the Mulliken spin population.
Element x y z (Å)
Fe: 1.39 0.36 -1.65  3.776
Cl: 3.88 1.13 -1.87  0.014
C: 3.51 2.87 -1.98  -0.005
Cl: 1.75 3.08 -1.93  0.019
H: 3.89 3.25 -2.93  0.001
H: 3.96 3.38 -1.14  0.002
Cl: 0.54 -4.47 -1.67  0.002
C: -0.67 -3.25 -1.71  0.029
C: -2.02 -3.61 -1.64  -0.007
C: -3.01 -2.66 -1.64  0.016
Cl: -4.66 -3.15 -1.57  0.002
C: -2.68 -1.29 -1.69  -0.006
C: -3.61 -0.23 -1.63  0.005
C: -3.17 1.06 -1.64  -0.002
C: -1.80 1.32 -1.73  -0.002
N: -0.90 0.36 -1.80  0.058
C: -1.31 -0.94 -1.78  -0.006
C: -0.27 -1.92 -1.82  -0.027
O: 0.97 -1.53 -1.92  0.113
H: -2.28 -4.66 -1.58  -0.001
H: -4.67 -0.46 -1.57  0.000
H: -3.87 1.89 -1.59  -0.001
H: -1.43 2.33 -1.74  -0.003
F: 0.86 1.75 5.29  0.000
C: 1.14 0.51 4.85  0.000
F: 0.24 -0.33 5.35  0.000
F: 2.35 0.17 5.32  0.000
C: 1.15 0.49 3.34  -0.005
C: 2.04 1.32 2.67  0.003
C: 2.04 1.30 1.29  -0.006
N: 1.23 0.51 0.58  0.026
C: 0.37 -0.28 1.23  0.003
C: 0.30 -0.32 2.61  0.003
H: 2.71 1.97 3.21  0.000
H: 2.72 1.93 0.74  -0.006
H: -0.27 -0.90 0.63  0.003
H: -0.41 -0.98 3.10  0.001

[3]
Below is a molecular structure, C16H10ClF5SZr, with properties calculated with ωB97M-V with the def2-TZVPD basis set.

## Properties
molecular weight = 456.0 g/mol
multiplicity = 1
total charge = 0
LUMO level = -0.94 eV
E_HOMO = -0.294 hartree
energy above the lowest of the compared OMol25 structures with the same formula, charge and spin = 0.0 kcal/mol

Each line ends with the Mulliken charge.
Element x y z (Å)
C: 1.83 -0.23 -1.77  -0.607
C: 1.34 1.12 -1.65  -0.286
C: -0.03 1.14 -2.06  -0.299
H: 1.95 1.99 -1.41  0.427
C: -0.43 -0.19 -2.40  -0.292
C: 0.71 -1.07 -2.22  -0.634
H: 0.77 -2.11 -2.47  0.606
H: 2.85 -0.57 -1.64  0.522
H: -0.64 2.04 -2.21  0.508
H: -1.39 -0.50 -2.81  0.407
Zr: 0.29 -0.41 -0.16  0.633
Cl: 2.10 -0.50 1.33  -0.452
C: -1.14 0.51 2.23  -0.544
C: -2.19 0.37 1.25  -0.602
C: -2.05 1.45 0.31  -0.434
H: -2.96 -0.38 1.25  0.504
C: -0.93 2.24 0.70  -0.518
C: -0.36 1.67 1.89  -0.520
H: 0.49 2.05 2.45  0.420
H: -0.99 -0.13 3.09  0.462
H: -2.71 1.63 -0.53  0.438
H: -0.57 3.15 0.22  0.474
F: 3.27 -5.75 2.30  -0.295
C: 2.26 -5.01 1.78  0.672
C: 2.01 -5.05 0.41  0.029
F: 2.76 -5.83 -0.40  -0.286
C: 1.00 -4.27 -0.11  0.337
F: 0.79 -4.29 -1.47  -0.357
C: 0.21 -3.43 0.69  -0.088
S: -1.09 -2.51 0.02  -0.326
C: 0.48 -3.44 2.07  0.575
F: -0.26 -2.64 2.90  -0.320
C: 1.50 -4.20 2.62  0.135
F: 1.75 -4.15 3.94  -0.289

[4]
Below is a molecular structure, C16H10Co2O7, with properties calculated with ωB97M-V with the def2-TZVPD basis set.

## Properties
molecular weight = 432.1 g/mol
multiplicity = 1
total charge = -2
LUMO level = 4.83 eV
E_HOMO = -0.030 hartree
energy above the lowest of the compared OMol25 structures with the same formula, charge and spin = 17.1 kcal/mol

Each line ends with the Mulliken charge.
Element x y z (Å)
C: 2.26 1.52 5.01  -1.326
C: 0.93 1.52 4.31  0.967
C: -0.10 2.36 4.77  -0.462
C: -1.34 2.39 4.12  -0.321
C: -1.60 1.56 3.05  -0.609
C: -0.63 0.54 2.65  0.188
O: -0.93 -0.46 1.95  -0.845
C: 0.70 0.70 3.22  -0.709
H: 2.92 0.78 4.55  0.337
H: 2.75 2.50 4.95  0.268
H: 2.16 1.28 6.07  0.281
H: 0.11 3.01 5.62  0.292
H: -2.11 3.07 4.46  0.296
H: -2.55 1.56 2.52  0.389
H: 1.49 0.05 2.84  0.207
O: -2.89 -4.10 -2.85  -0.426
C: -1.95 -3.52 -3.21  0.108
Co: -0.55 -2.59 -3.71  0.353
C: 0.85 -3.32 -2.95  -0.015
O: 1.77 -3.83 -2.46  -0.366
C: -0.30 -2.70 -5.42  0.041
O: -0.14 -2.73 -6.57  -0.408
C: -1.01 -0.69 -3.52  0.390
C: -0.95 -0.51 -2.10  -0.525
C: -1.58 -0.88 -0.98  -0.482
Co: 0.45 0.14 -2.95  0.203
C: 1.87 -0.27 -1.91  0.140
O: 2.92 -0.37 -1.44  -0.385
C: 0.13 1.82 -2.44  0.056
O: -0.04 2.95 -2.20  -0.383
C: 1.18 0.30 -4.55  0.377
O: 1.64 0.38 -5.60  -0.405
H: -1.80 -0.33 -4.18  0.529
H: -1.32 -0.46 -0.01  0.126
H: -2.36 -1.66 -1.03  0.122

[5]
Below is a molecular structure, C16H10N5O3Pt, with properties calculated with ωB97M-V with the def2-TZVPD basis set.

## Properties
molecular weight = 515.4 g/mol
multiplicity = 1
total charge = -1
LUMO level (alpha / beta) = 2.08 / 2.08 eV
E_HOMO (alpha / beta) = -0.178 / -0.178 hartree
energy above the lowest of the compared OMol25 structures with the same formula, charge and spin = 13.1 kcal/mol

Each line ends with the Mulliken charge.
Element x y z (Å)
Pt: -0.82 -1.20 -0.01  0.464
O: 2.62 2.85 0.08  -0.691
C: 3.45 1.79 0.05  0.192
C: 4.82 2.02 0.05  -0.618
C: 5.72 0.96 0.02  -0.364
C: 5.25 -0.34 -0.02  -0.659
C: 3.90 -0.59 -0.02  -0.579
C: 2.96 0.46 0.02  0.561
C: 1.56 0.14 0.03  0.653
O: 1.20 -1.12 0.02  -0.675
N: 0.65 1.12 0.05  -1.073
N: -0.62 0.68 0.04  0.469
C: -1.61 1.61 0.08  0.166
C: -2.97 1.32 0.06  0.339
C: -3.90 2.40 0.09  -0.932
C: -5.25 2.20 0.04  -0.538
C: -5.77 0.91 -0.04  -0.427
C: -4.92 -0.17 -0.07  -0.233
C: -3.52 -0.03 -0.02  0.330
O: -2.82 -1.12 -0.05  -0.930
H: 1.69 2.50 0.08  0.622
H: 5.16 3.04 0.07  0.408
H: 6.78 1.16 0.03  0.365
H: 5.95 -1.17 -0.05  0.400
H: 3.51 -1.60 -0.05  0.466
H: -1.30 2.65 0.10  0.341
H: -3.50 3.40 0.15  0.309
H: -5.92 3.05 0.07  0.370
H: -6.84 0.75 -0.08  0.353
H: -5.29 -1.18 -0.13  0.440
N: 1.20 -7.28 -0.23  -0.561
C: 0.49 -6.38 -0.16  0.450
N: -0.42 -5.48 -0.08  -0.570
C: -0.54 -4.25 -0.07  0.676
N: -0.92 -3.13 -0.05  -0.523

[6]
Below is a single C16H10O3 molecule, with properties calculated with ωB97M-V with the def2-TZVPD basis set.

## Properties
molecular weight = 250.3 g/mol
multiplicity = 1
total charge = 0
LUMO level = 0.56 eV
SMILES = O=C1Oc2ccccc2Cc2oc3ccccc3c21
E_HOMO = -0.317 hartree
energy above the lowest of the compared OMol25 structures with the same formula, charge and spin = 4.4 kcal/mol

Each line ends with the Mulliken charge.
Element x y z (Å)
O: 2.25 -1.88 -0.81  -0.568
O: 0.23 2.20 -0.37  -0.439
O: 0.06 -2.11 -1.47  -0.377
C: 1.12 -1.43 -0.94  0.441
C: 1.02 0.03 -0.54  0.234
C: 0.07 0.94 -0.94  0.521
C: 3.07 2.62 1.97  -0.396
C: -3.15 -2.65 0.13  -0.432
C: 3.54 1.30 1.98  -0.684
C: -3.85 -1.47 -0.08  -0.712
C: 1.98 3.02 1.25  -0.954
C: -1.87 -2.81 -0.30  -0.555
C: 2.90 0.36 1.16  -0.297
C: -3.15 -0.43 -0.73  -0.773
C: 1.33 2.08 0.42  -0.113
C: -1.17 -1.80 -0.94  0.467
C: 1.81 0.78 0.40  0.955
C: -1.83 -0.59 -1.17  0.899
C: -1.11 0.57 -1.78  -0.903
H: 3.62 3.30 2.59  0.378
H: -3.61 -3.47 0.66  0.373
H: 4.41 0.94 2.53  0.375
H: -4.87 -1.35 0.21  0.425
H: 1.67 4.03 1.35  0.452
H: -1.41 -3.82 -0.16  0.396
H: 3.20 -0.70 1.14  0.402
H: -3.65 0.55 -0.90  0.252
H: -1.80 1.48 -1.82  0.352
H: -0.79 0.32 -2.82  0.281

no.,strongest force on any atom (hartree/bohr)
1,0.0546
2,0.0410
3,0.1690
4,0.0867
5,0.0831
6,0.0712